#w
DFT (ωB97M-V/def2-TZVPD) results for 10 unconnected molecules or ions with the total composition C23H68NO19.

E_LUMO ... -1.8 eV
Kohn-Sham gap ... 10.1 eV
HOMO ... -11.8 eV
M ... 662.79 g mol⁻¹

```
! RIJCOSX wB97M-V def2-TZVPD def2/J DEFGRID3
* xyz 1 1
C 20.33 21.79 5.94
N 20.90 21.43 4.71
C 21.86 20.25 4.82
C 19.87 21.08 3.52
C 21.63 22.64 4.19
C 22.81 23.12 5.14
O 23.15 24.53 4.76
H 20.98 21.96 6.64
H 19.79 21.14 6.26
H 19.67 22.71 5.94
H 22.35 20.16 5.86
H 22.67 20.22 4.26
H 21.34 19.27 5.02
H 20.29 20.61 2.58
H 19.10 21.89 3.36
H 19.21 20.24 3.99
H 21.08 23.57 4.05
H 21.97 22.32 3.16
H 23.77 22.56 4.96
H 22.69 23.22 6.22
H 23.91 24.63 5.27
C 19.65 26.36 2.56
C 21.14 26.51 2.90
O 21.31 27.66 3.84
O 19.30 25.15 1.89
H 19.26 27.09 1.99
H 19.02 26.30 3.41
H 21.87 26.60 2.11
H 21.40 25.66 3.47
H 22.16 27.53 4.17
H 18.45 25.25 1.43
C 25.82 19.20 7.04
C 25.70 20.62 6.54
O 24.58 21.22 7.12
O 27.03 18.97 6.48
H 24.98 18.58 6.87
H 25.82 19.44 8.09
H 25.53 20.46 5.33
H 26.50 21.32 6.82
H 24.88 21.46 8.10
H 27.52 18.17 6.74
C 19.50 17.55 2.92
C 19.13 17.32 1.42
O 18.85 18.42 0.67
O 19.71 16.38 3.64
H 18.73 18.09 3.40
H 20.49 18.15 2.80
H 18.30 16.51 1.52
H 19.90 16.73 0.95
H 19.02 18.05 -0.16
H 19.79 16.88 4.44
C 24.02 17.38 3.12
C 23.33 16.41 4.07
O 22.74 17.23 5.22
O 24.62 16.52 2.21
H 24.76 18.00 3.54
H 23.30 17.88 2.70
H 23.97 15.64 4.53
H 22.44 16.01 3.57
H 22.94 16.64 5.92
H 24.31 16.78 1.25
C 22.63 19.40 10.06
C 21.62 18.96 9.12
O 21.64 17.57 8.81
O 22.73 20.89 10.09
H 23.60 19.04 9.73
H 22.54 18.92 10.85
H 21.62 19.50 7.97
H 20.67 19.20 9.57
H 21.51 17.04 9.60
H 22.79 20.92 9.04
C 27.60 24.30 7.02
C 27.14 24.98 5.69
O 25.97 24.40 5.12
O 28.60 24.93 7.68
H 28.05 23.38 6.76
H 26.74 24.24 7.66
H 28.06 24.89 5.03
H 26.62 25.98 6.07
H 26.42 23.71 4.50
H 28.16 25.81 7.88
C 17.71 19.71 8.13
C 16.17 19.81 8.03
O 15.48 18.62 7.95
O 18.28 20.91 8.60
H 18.14 19.44 7.17
H 18.00 18.91 8.99
H 15.97 20.56 7.28
H 15.56 20.22 8.87
H 14.72 18.75 8.45
H 18.05 21.02 9.60
C 22.91 20.46 -1.51
C 22.11 20.34 -0.30
O 21.90 21.65 0.24
O 23.15 19.27 -2.10
H 23.73 20.85 -1.40
H 22.37 21.10 -2.18
H 22.62 19.78 0.56
H 21.08 20.03 -0.52
H 21.09 22.06 -0.09
H 23.42 19.15 -2.99
C 15.27 19.74 2.23
C 16.04 20.61 1.32
O 17.33 20.67 1.75
O 13.94 19.54 1.82
H 15.20 20.21 3.25
H 15.80 18.75 2.22
H 15.64 21.72 1.40
H 15.97 20.26 0.37
H 17.66 19.93 1.28
H 13.36 19.97 2.39
*
```

Here are the Mulliken charges for atoms 1 to 99, given in e: -3.352, 1.462, -0.848, -0.568, -0.781, 0.041, -0.508, 0.774, 2.000, 0.154, -0.281, 0.899, 0.072, 0.175, 0.443, -0.072, 0.247, 0.259, 0.058, 0.226, 0.219, -0.685, 0.803, -0.539, -0.503, 0.531, 0.300, 0.276, -0.526, 0.295, 0.289, -0.389, -0.111, -0.335, -0.527, 0.243, 0.261, 0.120, 0.222, 0.307, 0.314, 0.292, -0.929, -0.424, -0.599, 0.413, -0.215, 0.261, 0.507, 0.288, 0.375, 0.291, -0.460, -0.289, -0.592, 0.178, -0.219, 0.474, 0.165, 0.170, 0.360, -1.017, 0.401, -0.520, -0.543, 0.251, 0.764, -0.151, 0.215, 0.300, 0.254, -0.452, -0.447, -0.369, -0.525, 0.280, 0.292, 0.279, 0.326, 0.253, 0.355, 0.153, -0.654, -0.499, -0.545, 0.075, 0.227, 0.272, 0.326, 0.333, 0.334, -0.859, 0.453, -0.502, -0.559, 0.559, 0.325, -0.172, 0.154


#x
DFT (ωB97M-V/def2-TZVPD) results for 10 unconnected molecules or ions with the total composition C23H68NO19.

E_LUMO ... -2.2 eV
Kohn-Sham gap ... 9.4 eV
HOMO ... -11.7 eV
M ... 662.79 g mol⁻¹

```
! RIJCOSX wB97M-V def2-TZVPD def2/J DEFGRID3
* xyz 1 1
C 1.31 1.64 0.04
N 0.26 0.69 0.47
C 0.94 -0.60 0.62
C -0.33 1.20 1.80
C -0.85 0.68 -0.60
C -1.98 -0.26 -0.18
O -3.06 -0.21 -1.07
H 2.07 1.63 0.85
H 1.08 2.65 -0.24
H 1.66 1.08 -0.96
H 1.94 -0.39 1.17
H 1.25 -1.17 -0.31
H 0.21 -1.37 1.04
H 0.59 1.21 2.58
H -1.08 0.62 2.25
H -0.84 2.19 1.62
H -0.56 0.61 -1.63
H -1.42 1.61 -0.47
H -2.44 -0.11 0.75
H -1.42 -1.22 -0.29
H -3.82 -0.72 -0.88
C 3.84 4.58 0.38
C 3.85 3.75 1.67
O 4.46 4.44 2.64
O 3.21 3.80 -0.64
H 5.08 4.82 0.26
H 3.12 5.59 0.61
H 4.43 2.79 1.57
H 2.87 3.70 2.02
H 4.31 3.96 3.54
H 2.96 4.62 -1.37
C -5.29 -2.00 0.14
C -4.91 -3.38 -0.32
O -4.31 -4.34 0.55
O -5.56 -1.20 -1.02
H -4.72 -1.41 0.88
H -6.22 -2.05 0.64
H -4.51 -3.26 -1.26
H -5.74 -4.07 -0.53
H -3.75 -3.75 1.18
H -6.35 -0.73 -0.87
C -0.22 -3.97 -0.83
C 0.39 -5.16 -1.63
O -0.54 -5.56 -2.67
O 0.60 -3.69 0.37
H -1.23 -4.31 -0.48
H -0.37 -3.18 -1.27
H 0.50 -6.18 -1.12
H 1.29 -4.93 -2.01
H -1.29 -5.96 -2.28
H 0.78 -4.56 0.81
C 3.16 2.19 5.37
C 3.52 0.96 4.65
O 2.40 0.14 4.62
O 4.08 3.07 5.07
H 3.05 1.88 6.41
H 2.04 2.80 5.22
H 4.38 0.38 5.12
H 3.74 1.20 3.65
H 2.79 -0.72 4.69
H 4.92 2.75 5.54
C 0.71 -0.79 -5.39
C 0.72 -1.42 -3.92
O 1.81 -0.85 -3.12
O 0.03 -1.67 -6.30
H 1.71 -0.50 -5.83
H 0.12 0.17 -5.14
H 0.94 -2.37 -3.90
H -0.16 -1.29 -3.49
H 2.44 -1.61 -3.00
H 0.43 -2.56 -6.53
C -4.10 -1.63 -3.88
C -3.62 -2.35 -5.16
O -4.56 -3.47 -5.26
O -3.24 -0.42 -3.83
H -3.95 -2.29 -3.05
H -5.13 -1.10 -3.99
H -2.61 -2.72 -5.09
H -4.06 -1.73 -6.06
H -3.96 -3.88 -6.05
H -3.05 -0.16 -3.02
C -1.07 1.39 5.38
C -2.09 0.42 4.84
O -3.20 1.11 4.32
O -0.02 0.67 6.06
H -1.73 2.05 6.17
H -0.82 1.83 4.47
H -2.68 -0.15 5.62
H -1.62 -0.29 4.31
H -3.68 1.47 4.91
H 0.61 0.47 5.53
C 5.22 -0.52 1.38
C 4.60 -1.57 2.41
O 5.51 -1.63 3.54
O 4.31 0.03 0.57
H 6.06 -1.10 0.92
H 5.53 0.32 2.09
H 4.36 -2.45 1.95
H 3.53 -1.21 2.61
H 4.79 -2.23 4.06
H 4.77 0.36 -0.17
C -1.44 3.41 -3.15
C -1.77 4.61 -4.00
O -3.07 4.38 -4.53
O -0.42 3.80 -2.30
H -1.28 2.48 -3.67
H -2.30 3.53 -2.59
H -0.93 5.08 -4.61
H -2.14 5.51 -3.19
H -3.23 3.50 -4.82
H -0.60 4.60 -1.98
*
```

Here are the Mulliken charges for atoms 1 to 99, given in e: -0.820, 0.930, 0.365, -1.339, -0.674, -0.184, -0.657, -0.075, 0.529, 0.299, -0.625, -0.114, 0.489, 0.055, 0.788, 0.307, 0.432, 0.179, 0.421, -0.015, 0.166, -0.382, 0.015, -0.658, -0.454, 0.185, 0.274, -0.029, 0.233, 0.521, 0.373, -0.588, -0.178, -0.547, -0.430, 0.294, 0.482, 0.165, 0.353, 0.336, 0.257, 0.548, -0.865, -0.524, -0.514, 0.066, -0.054, 0.393, 0.462, 0.280, 0.301, -0.462, 0.146, -0.641, -0.534, 0.324, 0.102, 0.534, -0.156, 0.204, 0.342, -0.259, -0.340, -0.515, -0.546, 0.273, -0.016, 0.839, -0.023, 0.289, 0.325, 0.186, -0.291, -0.555, -0.488, -0.313, 0.265, 0.224, 0.247, 0.360, 0.401, -0.120, -0.679, -0.503, -0.431, 0.255, 0.150, 0.367, 0.501, 0.291, 0.349, -0.598, -0.324, -0.531, -0.210, 0.316, 0.282, 0.746, -0.222


Relative energies, in eV, with the most stable structure set to zero: #w 0.000; #x 2.200.


#w
DFT (ωB97M-V/def2-TZVPD) results for a single C7H10N2 molecule.

E_LUMO (alpha / beta) ... -0.1 / 0.6 eV
Kohn-Sham gap (alpha / beta) ... 7.4 / 8.1 eV
HOMO (alpha / beta) ... -7.5 / -7.6 eV
M ... 122.17 g mol⁻¹

```
! RIJCOSX wB97M-V def2-TZVPD def2/J DEFGRID3
* xyz 0 1
C 3.22 -0.16 1.11
C 2.36 -0.36 0.30
C 1.49 -1.00 -0.55
C -0.63 -1.86 0.54
C -2.69 -0.56 0.22
C 0.59 0.06 -1.28
C -0.13 1.50 0.44
N -1.23 -0.75 0.23
N -0.60 0.38 -0.45
H 4.12 0.33 1.35
H -3.04 0.15 0.94
H -2.96 -0.08 -0.70
H -3.40 -1.47 0.45
H 0.29 -0.27 -2.24
H 1.17 0.97 -1.38
H 1.55 -2.07 -0.86
H -0.28 2.38 -0.17
H -0.74 1.46 1.39
H 0.90 1.35 0.67
*
```

So, what does the natural (NBO) scheme give us? The charges, in e, come out as: -0.213, -0.111, -0.274, 0.209, -0.424, -0.258, -0.426, -0.395, -0.296, 0.223, 0.207, 0.224, 0.233, 0.206, 0.217, 0.256, 0.207, 0.206, 0.209


#x
DFT (ωB97M-V/def2-TZVPD) results for a molecular structure, C7H10N2.

E_LUMO ... 1.0 eV
Kohn-Sham gap ... 8.2 eV
HOMO ... -7.2 eV
M ... 122.17 g mol⁻¹

```
! RIJCOSX wB97M-V def2-TZVPD def2/J DEFGRID3
* xyz 0 1
C 0.18 0.51 -0.26
C 0.45 -0.28 -1.41
C -0.04 0.35 2.05
C -0.73 0.61 0.91
C 1.43 0.04 1.74
C -0.09 -0.70 -2.73
C -2.18 0.70 0.75
N 1.68 -0.68 -0.75
N 1.49 0.29 0.35
H -0.31 0.18 3.01
H 2.01 0.67 2.37
H 1.84 -1.07 1.96
H 0.79 -0.82 -3.35
H -0.59 -1.56 -2.52
H -0.77 0.04 -2.99
H -2.70 -0.11 0.30
H -2.40 1.51 0.18
H -2.73 0.90 1.57
H 2.67 -0.59 -1.16
*
```

So, what does the natural (NBO) scheme give us? The charges, in e, come out as: 0.031, 0.120, -0.207, -0.004, -0.246, -0.641, -0.638, -0.426, -0.271, 0.202, 0.196, 0.197, 0.223, 0.225, 0.232, 0.219, 0.214, 0.217, 0.357


#y
DFT (ωB97M-V/def2-TZVPD) results for a single C7H10N2 molecule.

E_LUMO ... 0.8 eV
Kohn-Sham gap ... 9.4 eV
HOMO ... -8.7 eV
M ... 122.17 g mol⁻¹

```
! RIJCOSX wB97M-V def2-TZVPD def2/J DEFGRID3
* xyz 0 1
C 0.27 -2.94 -0.59
C 0.19 -1.55 -0.48
C 0.75 -0.75 -1.57
N 0.75 0.54 -1.44
C 0.14 1.14 -0.40
C 0.52 2.54 -0.28
C -0.30 0.26 0.68
C -1.17 0.85 1.79
N -0.53 -1.05 0.53
H 1.35 -3.20 -0.19
H -0.41 -3.46 0.16
H -0.18 -3.25 -1.66
H 1.20 -1.24 -2.47
H 1.19 3.23 -0.91
H 0.76 2.87 0.85
H -0.44 3.01 -0.43
H -0.60 1.56 2.39
H -2.03 1.31 1.33
H -1.47 0.13 2.70
*
```

So, what does the natural (NBO) scheme give us? The charges, in e, come out as: -0.657, 0.161, -0.008, -0.384, 0.120, -0.658, 0.193, -0.653, -0.401, 0.244, 0.240, 0.235, 0.199, 0.260, 0.215, 0.222, 0.216, 0.225, 0.231


#z
DFT (ωB97M-V/def2-TZVPD) results for a single C7H10N2 molecule.

E_LUMO (alpha / beta) ... 0.9 / 0.9 eV
Kohn-Sham gap (alpha / beta) ... 8.1 / 8.1 eV
HOMO (alpha / beta) ... -7.3 / -7.3 eV
M ... 122.17 g mol⁻¹

```
! RIJCOSX wB97M-V def2-TZVPD def2/J DEFGRID3
* xyz 0 1
C -0.74 -1.18 1.72
C 0.01 -1.68 0.67
C -1.02 0.19 1.68
C 0.42 -0.97 -0.43
C -0.68 1.00 0.64
C 1.35 -1.58 -1.55
C -0.86 2.45 0.31
N 0.55 1.25 -1.36
N 0.19 0.38 -0.48
H -0.98 -1.90 2.51
H -0.07 -2.82 0.44
H -1.48 0.58 2.66
H 1.28 -0.99 -2.38
H 2.32 -1.59 -1.24
H 1.17 -2.65 -1.63
H -0.12 3.11 0.49
H -0.78 2.59 -0.79
H -1.77 2.93 0.73
H 1.22 0.89 -2.01
*
```

So, what does the natural (NBO) scheme give us? The charges, in e, come out as: -0.262, -0.214, -0.234, 0.113, 0.169, -0.629, -0.694, -0.611, -0.039, 0.226, 0.216, 0.233, 0.211, 0.220, 0.227, 0.236, 0.287, 0.221, 0.325


Relative energies, in eV, with the most stable structure set to zero: #w 6.081; #x 2.442; #y 0.000; #z 0.731.


#w
DFT (ωB97M-V/def2-TZVPD) results for 4 unconnected molecules or ions with the total composition C12H28N4O4.

E_LUMO ... 0.3 eV
Kohn-Sham gap ... 9.2 eV
HOMO ... -8.9 eV
M ... 292.38 g mol⁻¹

```
! RIJCOSX wB97M-V def2-TZVPD def2/J DEFGRID3
* xyz 0 1
C -5.96 -20.67 -0.09
N -6.21 -20.30 1.27
C -5.80 -19.15 1.91
C -6.17 -19.16 3.38
O -5.13 -18.23 1.42
H -4.86 -20.74 -0.35
H -6.50 -19.97 -0.77
H -6.32 -21.62 -0.40
H -6.85 -20.93 1.72
H -5.45 -18.61 4.00
H -6.26 -20.16 3.69
H -7.29 -18.77 3.43
C -4.32 -14.44 6.79
N -5.03 -14.94 5.63
C -6.39 -15.03 5.72
C -7.12 -14.90 4.33
O -6.93 -15.34 6.77
H -4.90 -13.71 7.39
H -3.39 -13.94 6.41
H -3.97 -15.24 7.46
H -4.57 -14.51 4.82
H -7.18 -15.92 3.91
H -6.63 -14.20 3.63
H -8.09 -14.47 4.45
C -4.55 -14.34 1.70
N -3.72 -15.51 2.08
C -2.95 -15.38 3.14
C -2.44 -16.70 3.70
O -2.70 -14.29 3.68
H -4.20 -13.88 0.74
H -4.57 -13.59 2.55
H -5.53 -14.75 1.38
H -4.10 -16.43 1.83
H -2.93 -16.84 4.63
H -1.42 -16.61 3.92
H -2.61 -17.55 3.07
C -7.17 -15.15 10.41
N -6.77 -16.32 9.71
C -5.98 -17.29 10.26
C -5.41 -18.28 9.27
O -5.78 -17.37 11.43
H -6.86 -14.28 9.89
H -6.66 -15.08 11.33
H -8.28 -15.24 10.56
H -6.78 -16.31 8.69
H -5.76 -19.25 9.46
H -4.33 -18.32 9.47
H -5.59 -17.93 8.26
*
```

So, what does the natural (NBO) scheme give us? The charges, in e, come out as: -0.426, -0.616, 0.691, -0.700, -0.662, 0.212, 0.202, 0.215, 0.398, 0.248, 0.216, 0.234, -0.427, -0.641, 0.703, -0.715, -0.649, 0.201, 0.222, 0.198, 0.417, 0.233, 0.219, 0.235, -0.439, -0.611, 0.679, -0.703, -0.689, 0.206, 0.230, 0.204, 0.441, 0.233, 0.235, 0.217, -0.413, -0.629, 0.678, -0.704, -0.634, 0.197, 0.222, 0.191, 0.418, 0.230, 0.232, 0.205


#x
DFT (ωB97M-V/def2-TZVPD) results for 4 unconnected molecules or ions with the total composition C12H28N4O4.

E_LUMO ... 0.4 eV
Kohn-Sham gap ... 9.7 eV
HOMO ... -9.3 eV
M ... 292.38 g mol⁻¹

```
! RIJCOSX wB97M-V def2-TZVPD def2/J DEFGRID3
* xyz 0 1
C 4.46 3.65 5.97
N 5.21 3.09 7.09
C 4.82 1.76 7.47
C 6.22 3.79 7.67
O 6.77 4.76 7.17
H 4.61 4.73 5.89
H 3.39 3.52 6.04
H 4.76 3.07 5.09
H 5.42 1.44 8.32
H 3.74 1.62 7.60
H 5.01 1.06 6.66
H 6.57 3.28 8.58
C 6.07 -0.45 4.29
N 5.56 0.69 3.50
C 6.47 1.83 3.20
C 4.24 0.74 3.15
O 3.40 -0.19 3.35
H 6.81 -0.87 3.62
H 5.24 -1.12 4.55
H 6.41 -0.13 5.28
H 6.80 2.17 4.19
H 7.34 1.58 2.60
H 5.93 2.69 2.82
H 3.98 1.70 2.69
C 4.42 -1.71 8.76
N 5.87 -1.55 9.11
C 6.78 -1.70 7.95
C 6.31 -1.21 10.40
O 7.47 -0.95 10.75
H 4.11 -1.14 7.89
H 3.87 -1.55 9.69
H 4.26 -2.74 8.44
H 7.82 -1.60 8.25
H 6.74 -2.70 7.52
H 6.61 -0.92 7.20
H 5.41 -1.10 11.04
C 4.99 1.84 11.78
N 3.59 1.75 11.77
C 3.00 1.43 10.46
C 2.97 1.90 12.95
O 1.75 1.95 12.96
H 5.48 2.09 12.73
H 5.20 2.57 11.00
H 5.24 0.84 11.44
H 3.31 0.43 10.16
H 1.94 1.68 10.47
H 3.49 2.10 9.75
H 3.58 1.69 13.84
*
```

So, what does the natural (NBO) scheme give us? The charges, in e, come out as: -0.419, -0.439, -0.411, 0.533, -0.605, 0.242, 0.202, 0.186, 0.215, 0.202, 0.185, 0.108, -0.427, -0.427, -0.414, 0.515, -0.645, 0.212, 0.247, 0.188, 0.201, 0.210, 0.218, 0.121, -0.408, -0.446, -0.427, 0.532, -0.603, 0.203, 0.208, 0.203, 0.240, 0.204, 0.187, 0.108, -0.401, -0.427, -0.415, 0.513, -0.629, 0.224, 0.188, 0.181, 0.188, 0.254, 0.192, 0.130


Relative energies, in eV, with the most stable structure set to zero: #w 0.000; #x 2.782.